C13H30ClN3O3P | wB97M-V/def2-TZVPD

Each line ends with the Mulliken charge.
Element x y z (Å)
C (2.52, -0.27, 3.47)  -0.893
C (2.07, -0.46, 2.20)  -0.473
C (2.86, -1.38, 1.34)  -1.248
N (2.71, -1.20, -0.16)  0.443
C (1.38, -1.80, -0.57)  -1.486
C (0.15, -0.88, -0.44)  -0.491
C (-0.94, -1.54, 0.43)  -0.823
C (-1.86, -0.53, 1.14)  -0.777
C (-2.31, 0.65, 0.26)  -0.569
N (-3.39, 1.41, 0.89)  -0.522
N (2.85, 0.17, -0.52)  0.201
C (2.65, 0.50, -1.94)  -1.182
C (4.08, 0.82, -0.02)  0.575
C (3.90, 1.93, 0.98)  -1.216
O (5.18, 0.53, -0.44)  -0.427
P (4.10, -2.36, -0.80)  0.424
O (3.55, -3.79, -0.29)  -0.525
Cl (3.80, -2.49, -2.80)  -0.134
H (3.55, 0.07, 3.60)  0.227
H (1.92, -0.49, 4.35)  0.299
H (1.18, 0.06, 1.88)  0.503
H (2.57, -2.38, 1.61)  0.796
H (3.92, -1.30, 1.62)  0.863
H (1.46, -2.07, -1.62)  0.768
H (1.20, -2.73, -0.05)  0.629
H (0.40, 0.12, -0.10)  0.363
H (-0.28, -0.77, -1.42)  0.534
H (-1.58, -2.11, -0.24)  0.449
H (-0.53, -2.22, 1.17)  0.384
H (-2.76, -1.06, 1.43)  0.461
H (-1.40, -0.16, 2.06)  0.300
H (-2.63, 0.26, -0.70)  0.331
H (-1.44, 1.29, 0.13)  0.159
H (-3.09, 1.62, 1.83)  0.236
H (-4.21, 0.83, 0.96)  0.290
H (3.57, 0.81, -2.43)  0.372
H (2.21, -0.29, -2.54)  0.471
H (1.97, 1.35, -2.00)  0.323
H (4.45, 1.69, 1.88)  0.266
H (4.39, 2.80, 0.55)  0.416
H (2.87, 2.17, 1.17)  0.314
H (3.94, -3.93, 0.58)  0.390
C (-6.30, 1.01, -1.89)  -0.734
C (-6.19, 2.50, -2.15)  -0.239
O (-5.90, 3.22, -0.95)  -0.511
H (-7.08, 0.81, -1.16)  0.254
H (-6.53, 0.47, -2.81)  0.347
H (-5.36, 0.62, -1.49)  0.050
H (-7.13, 2.89, -2.53)  0.297
H (-5.40, 2.71, -2.89)  0.237
H (-5.07, 2.89, -0.61)  0.279

Summary:
Max |F|: 0.0402 Eh/bohr
LUMO: -3.4 eV
Highest occupied orbital energy: -11.60 eV
Total charge: +1
Frontier orbital gap: 8.2 eV
E: -1704.5053 a.u.